<one>
C3H14NO4 | wB97M-V/def2-TZVPD

CARTESIAN COORDINATES (ANGSTROEM)
C 0.95 -0.40 -1.54
N -0.32 0.21 -2.07
C -0.77 1.40 -1.43
C -1.49 1.42 -0.04
O -1.08 2.65 0.53
H 0.82 -1.04 -0.59
H 1.64 0.39 -1.35
H 1.25 -1.04 -2.39
H -0.94 -0.53 -2.37
H -1.53 1.94 -2.06
H 0.13 2.04 -1.28
H -1.56 0.60 0.71
H -2.62 1.70 -0.14
H 0.58 -2.19 2.60
H 0.59 -0.28 1.95
O 1.03 -1.78 1.92
H 1.62 -2.22 0.57
H 0.53 -3.26 0.28
O 1.29 -3.02 -0.21
H -0.34 2.46 1.17
H -0.11 0.34 3.28
O 0.33 0.60 2.46

Charge: -1
Lowest unoccupied orbital energy in eV: 3.8
Multiplicity: 1
HOMO in eV: -4.59


<two>
C3H14NO4 | wB97M-V/def2-TZVPD

CARTESIAN COORDINATES (ANGSTROEM)
C 1.10 0.82 -0.32
O 1.98 -0.03 0.17
C -0.05 1.19 0.69
C -0.52 2.58 0.30
N -1.12 0.18 0.91
H 0.73 0.60 -1.32
H 1.73 1.73 -0.54
H 0.45 1.32 1.63
H -1.23 2.52 -0.70
H -1.10 3.13 1.15
H 0.53 3.14 0.10
H -1.42 -0.21 -0.02
H -0.79 -0.67 1.31
H 0.63 -2.45 1.44
H 1.53 -0.92 0.56
O 0.30 -1.95 0.82
H 0.55 -1.89 -0.51
H 0.89 -0.92 -1.78
O 0.78 -1.76 -1.62
H -1.83 -2.16 0.07
H -1.18 -2.04 -1.44
O -1.95 -2.21 -0.88

Charge: -1
Lowest unoccupied orbital energy in eV: 4.0
Multiplicity: 1
HOMO in eV: -4.69


Least stable of them? <one>.


<one>
C6H14O | wB97M-V/def2-TZVPD

CARTESIAN COORDINATES (ANGSTROEM)
C 1.56 1.39 -0.27
C 1.52 0.71 0.99
C 0.42 -0.36 1.33
C -0.02 -1.10 -0.09
C -1.33 -1.34 -0.06
C 1.14 -1.62 -0.91
H 0.87 2.17 -0.24
H 2.57 1.79 -0.38
H 1.38 0.76 -1.06
H 1.55 1.29 1.95
H 2.51 0.20 1.04
H -0.31 0.38 1.75
H 0.76 -1.19 2.06
H -1.76 -2.02 -0.86
H -1.90 -1.10 0.88
H 2.12 -1.08 -0.71
H 1.11 -1.41 -1.96
H 1.65 -2.68 -0.83
H -3.14 0.93 -1.25
H -2.61 1.50 0.07
O -3.07 1.80 -0.80

SMILES: C=C(C)CCC.O
Lowest unoccupied orbital energy in eV: 0.8
Multiplicity: 1
HOMO in eV: -9.73


<two>
C6H14O | wB97M-V/def2-TZVPD

CARTESIAN COORDINATES (ANGSTROEM)
C 1.81 -1.31 -0.99
O 1.14 -1.00 -2.22
C 0.74 -1.64 0.02
C -0.56 -0.65 0.02
C -0.28 0.81 0.28
C -1.28 1.67 -0.50
C -0.50 1.09 1.78
H 2.44 -0.39 -0.69
H 2.65 -1.98 -0.94
H 0.51 -0.36 -1.85
H 1.32 -1.80 1.03
H 0.39 -2.58 -0.17
H -1.12 -0.84 -0.93
H -1.18 -1.26 0.82
H 0.68 0.97 -0.06
H -1.57 2.60 0.08
H -2.15 1.19 -0.81
H -0.89 2.10 -1.43
H 0.10 0.47 2.51
H -1.56 0.75 1.97
H -0.69 2.16 2.08

SMILES: CC(C)CCCO
Lowest unoccupied orbital energy in eV: 1.0
Multiplicity: 1
HOMO in eV: -10.10


Least stable of them? <one>.